[1]
{"formula": "C20H28CoNO2P", "method": "wB97M-V/def2-TZVPD", "symbols": ["C", "C", "C", "C", "C", "C", "C", "C", "N", "Co", "C", "P", "H", "H", "H", "H", "H", "H", "H", "H", "C", "C", "H", "C", "C", "H", "H", "H", "H", "H", "H", "H", "H", "H", "H", "H", "H", "H", "H", "O", "C", "O", "C", "C", "C", "C", "C", "C", "H", "H", "H", "H", "H"], "coordinates": [[0.46, 3.31, -3.70], [-0.81, 2.82, -3.39], [-0.97, 1.80, -2.44], [0.18, 1.28, -1.85], [1.46, 1.74, -2.16], [1.60, 2.79, -3.07], [-2.32, 1.28, -2.06], [-2.33, -0.22, -1.64], [-2.45, -1.13, -2.72], [0.07, 0.11, -0.25], [2.59, 1.06, -1.43], [1.93, -0.64, -1.01], [-1.70, 3.22, -3.88], [2.60, 3.17, -3.28], [0.58, 4.10, -4.44], [2.79, 1.56, -0.46], [3.52, 0.98, -2.01], [-2.70, 1.84, -1.19], [-3.03, 1.44, -2.89], [-1.40, -0.43, -1.02], [3.24, -1.38, -0.02], [2.05, -1.47, -2.61], [-3.22, -0.39, -1.00], [-1.50, -1.12, -3.80], [-3.17, -2.35, -2.52], [0.29, -1.24, 0.66], [-1.94, -1.69, -4.63], [-1.28, -0.10, -4.12], [-0.55, -1.62, -3.54], [-3.41, -2.78, -3.51], [-2.60, -3.11, -1.95], [-4.10, -2.15, -1.98], [3.10, -1.47, -2.93], [1.68, -2.50, -2.51], [1.45, -0.95, -3.37], [4.19, -1.29, -0.57], [3.31, -0.86, 0.95], [3.00, -2.44, 0.15], [-0.41, -1.41, 0.21], [0.61, 3.37, 2.20], [0.55, 2.15, 2.09], [0.65, 1.45, 1.01], [0.37, 1.33, 3.34], [1.13, 0.17, 3.57], [0.88, -0.62, 4.69], [-0.09, -0.23, 5.62], [-0.81, 0.96, 5.43], [-0.56, 1.75, 4.30], [1.92, -0.10, 2.86], [1.47, -1.53, 4.84], [-0.26, -0.83, 6.52], [-1.55, 1.29, 6.16], [-1.06, 2.71, 4.15]], "s2": 3.771, "gap_ev": [7.47, 8.28], "total_energy_ha": -2708.13709, "spin_multiplicity": 4, "e_lumo_ev": [0.39, -0.05]}

***

[2]
{"formula": "C30H48ClFO21P", "method": "wB97M-V/def2-TZVPD", "symbols": ["C", "C", "C", "C", "C", "C", "C", "C", "C", "P", "F", "Cl", "H", "H", "H", "H", "H", "H", "H", "H", "H", "H", "H", "H", "H", "H", "H", "H", "H", "H", "H", "H", "C", "C", "O", "C", "O", "O", "H", "H", "H", "H", "C", "C", "O", "C", "O", "O", "H", "H", "H", "H", "C", "C", "O", "C", "O", "O", "H", "H", "H", "H", "C", "C", "O", "C", "O", "O", "H", "H", "H", "H", "C", "C", "O", "C", "O", "O", "H", "H", "H", "H", "C", "C", "O", "C", "O", "O", "H", "H", "H", "H", "C", "C", "O", "C", "O", "O", "H", "H", "H", "H"], "coordinates": [[-5.12, -0.01, -1.22], [-5.69, -1.27, -2.12], [-6.31, -0.83, -3.57], [-5.21, -0.55, -4.75], [-3.65, -0.84, -4.35], [-3.35, -2.44, -4.61], [-2.01, -3.01, -3.86], [-1.97, -2.75, -2.24], [-0.44, -2.23, -1.87], [-0.31, -0.32, -1.91], [-1.81, 0.46, -1.35], [0.26, 0.43, -3.83], [-5.98, 0.41, -0.52], [-4.18, -0.30, -0.55], [-4.81, 0.83, -2.01], [-4.94, -2.16, -2.25], [-6.61, -1.72, -1.49], [-7.04, -1.71, -3.91], [-6.97, 0.13, -3.48], [-5.47, -1.30, -5.64], [-5.39, 0.54, -5.21], [-3.31, -0.44, -3.30], [-2.98, -0.26, -5.15], [-3.16, -2.55, -5.78], [-4.33, -3.09, -4.40], [-2.00, -4.20, -4.00], [-1.07, -2.61, -4.45], [-2.13, -3.76, -1.63], [-2.80, -2.01, -1.85], [0.35, -2.67, -2.64], [-0.07, -2.61, -0.80], [0.70, 0.05, -0.93], [-2.19, 2.30, 1.11], [-1.78, 1.99, 2.51], [-2.05, 3.20, 3.20], [-3.00, 3.86, 2.49], [-3.59, 4.86, 2.88], [-3.21, 3.26, 1.28], [-2.58, 1.42, 0.59], [-1.38, 2.74, 0.52], [-2.37, 1.19, 2.96], [-0.72, 1.73, 2.59], [5.73, 0.52, -3.73], [4.56, -0.04, -4.46], [4.00, -0.96, -3.53], [4.40, -0.55, -2.29], [3.97, -1.01, -1.24], [5.34, 0.43, -2.37], [5.94, 1.56, -4.01], [6.64, -0.08, -3.87], [3.81, 0.72, -4.69], [4.84, -0.55, -5.38], [4.70, -3.67, 0.69], [4.59, -3.13, 2.08], [5.28, -4.10, 2.85], [6.15, -4.73, 2.01], [7.02, -5.51, 2.38], [5.91, -4.39, 0.71], [4.74, -2.87, -0.06], [3.88, -4.35, 0.44], [5.09, -2.17, 2.20], [3.55, -3.04, 2.41], [1.27, -3.50, 4.45], [0.10, -4.22, 5.03], [-0.92, -4.01, 4.07], [-0.30, -3.75, 2.88], [-0.87, -3.68, 1.81], [1.04, -3.57, 3.05], [2.23, -3.97, 4.71], [1.31, -2.45, 4.75], [0.28, -5.30, 5.12], [-0.19, -3.82, 6.00], [-4.30, -2.87, 5.62], [-4.41, -2.34, 7.01], [-3.72, -3.30, 7.78], [-2.85, -3.94, 6.95], [-1.98, -4.71, 7.31], [-3.08, -3.60, 5.64], [-4.26, -2.08, 4.87], [-5.11, -3.56, 5.37], [-3.91, -1.37, 7.13], [-5.45, -2.25, 7.34], [6.98, 4.57, -1.73], [8.18, 5.22, -2.34], [8.90, 4.13, -2.88], [8.00, 3.12, -3.09], [8.24, 2.10, -3.70], [6.79, 3.42, -2.53], [6.10, 5.22, -1.76], [7.16, 4.26, -0.69], [7.92, 5.91, -3.15], [8.79, 5.76, -1.61], [-1.94, 7.44, 0.87], [-1.52, 8.41, 1.92], [-0.11, 8.27, 1.95], [0.26, 7.77, 0.74], [1.42, 7.68, 0.36], [-0.82, 7.39, 0.00], [-2.83, 7.76, 0.33], [-2.12, 6.43, 1.27], [-1.77, 9.44, 1.65], [-1.96, 8.18, 2.90]], "total_charge": 1, "gap_ev": 6.58, "total_energy_ha": -3653.01740, "spin_multiplicity": 1, "e_lumo_ev": -5.72}

***

[3]
{"formula": "C7H14NP", "method": "wB97M-V/def2-TZVPD", "symbols": ["C", "P", "N", "C", "C", "C", "C", "C", "C", "H", "H", "H", "H", "H", "H", "H", "H", "H", "H", "H", "H", "H", "H"], "coordinates": [[3.21, 0.19, -0.12], [1.43, 0.05, 0.40], [1.10, -1.37, -0.23], [-0.33, -1.74, -0.51], [-1.47, -1.27, 0.43], [-2.54, -0.15, 0.07], [-1.92, 1.25, 0.20], [-0.72, 1.26, -0.42], [0.58, 1.75, -0.05], [3.54, -0.82, -0.26], [3.93, 0.52, 0.71], [3.21, 0.82, -1.01], [1.23, 0.11, 1.77], [-0.53, -2.79, -0.75], [-0.55, -1.36, -1.63], [-0.92, -0.81, 1.33], [-1.94, -2.08, 0.77], [-2.91, -0.25, -1.06], [-3.53, -0.19, 0.54], [-2.06, 1.86, 1.02], [-0.51, 0.43, -1.11], [1.02, 2.28, -0.98], [0.67, 2.32, 0.90]], "e_above_lowest_kj_mol": 153.59, "gap_ev": 9.18, "total_energy_ha": -671.07510, "spin_multiplicity": 1, "smiles": "C[P@@H]1=NCCC/C=C/C1", "e_lumo_ev": 1.06}

***

[4]
{"formula": "C6H8N", "method": "wB97M-V/def2-TZVPD", "symbols": ["C", "C", "C", "N", "C", "C", "C", "H", "H", "H", "H", "H", "H", "H", "H"], "coordinates": [[-2.04, 0.07, 2.90], [-0.84, 0.23, 2.73], [0.57, 0.40, 2.44], [0.71, 0.15, 1.01], [0.58, -0.03, -0.15], [0.69, -0.38, -1.51], [-0.19, -0.06, -2.79], [-3.08, 0.16, 2.83], [0.81, 1.45, 2.49], [1.31, -0.42, 2.78], [0.83, -1.53, -1.39], [1.66, -0.04, -1.93], [-1.30, -0.21, -2.66], [0.17, -0.74, -3.64], [0.13, 0.94, -3.10]], "e_above_lowest_kj_mol": 478.33, "total_charge": 1, "gap_ev": 10.24, "total_energy_ha": -287.77405, "spin_multiplicity": 1, "smiles": "C#CC[N+]#CCC", "e_lumo_ev": -4.25}

***

[5]
{"formula": "CH2FNO2", "method": "wB97M-V/def2-TZVPD", "symbols": ["O", "N", "O", "C", "F", "H", "H"], "coordinates": [[-1.03, 0.05, -1.48], [-0.31, 0.39, -0.61], [0.03, 1.89, -0.43], [0.26, -0.42, 0.44], [-0.15, -1.71, 0.28], [1.24, -0.40, 0.48], [-0.04, 0.20, 1.32]], "e_above_lowest_kj_mol": 362.36, "gap_ev": [9.55, 9.55], "total_energy_ha": -344.21044, "spin_multiplicity": 1, "smiles": "O=[N+]([O-])CF", "e_lumo_ev": [-1.22, -1.22]}

***

[6]
{"formula": "C6H8N2O2P", "method": "wB97M-V/def2-TZVPD", "symbols": ["N", "P", "O", "O", "N", "C", "C", "C", "C", "C", "C", "H", "H", "H", "H", "H", "H", "H", "H"], "coordinates": [[3.12, -1.91, 0.58], [2.03, -1.34, -0.63], [2.48, -0.24, -1.52], [1.40, -2.55, -1.26], [0.91, -0.59, 0.59], [-0.15, 0.19, 0.24], [-0.82, 1.05, 1.14], [-2.09, 1.55, 0.84], [-2.57, 1.48, -0.44], [-1.89, 0.78, -1.40], [-0.72, 0.07, -1.06], [2.58, -2.62, 1.04], [3.31, -1.25, 1.33], [1.46, 0.04, 1.15], [-0.54, 1.28, 2.23], [-2.53, 1.99, 1.71], [-3.47, 1.90, -0.64], [-2.36, 0.86, -2.32], [-0.15, -0.67, -1.58]], "e_above_lowest_kj_mol": 0.00, "total_charge": -1, "gap_ev": 8.02, "total_energy_ha": -834.92601, "spin_multiplicity": 1, "smiles": "N[P@@](=O)([O-])Nc1ccccc1", "e_lumo_ev": 3.61}